{"formula": "C42H60CdN4O6P2Se3Si", "method": "the ωB97M-V functional and the def2-TZVPD basis", "symbols": ["Cd", "C", "O", "C", "C", "O", "C", "H", "H", "H", "H", "H", "H", "H", "H", "H", "H", "Se", "P", "C", "C", "C", "C", "C", "C", "C", "C", "C", "C", "C", "C", "C", "C", "N", "N", "N", "P", "Se", "C", "C", "C", "C", "C", "C", "C", "C", "C", "C", "C", "C", "H", "H", "H", "H", "H", "H", "H", "H", "H", "H", "H", "H", "H", "H", "H", "H", "H", "H", "H", "H", "N", "H", "H", "H", "C", "C", "C", "C", "O", "Si", "O", "O", "C", "C", "C", "C", "O", "C", "C", "C", "C", "H", "H", "H", "H", "H", "H", "H", "H", "H", "H", "H", "H", "H", "H", "H", "H", "H", "H", "H", "H", "H", "H", "H", "H", "H", "H", "H", "Se"], "xyz": [[0.010, 0.197, 0.802], [1.559, -2.285, 2.647], [1.072, -2.303, 1.319], [2.120, -2.368, 0.363], [1.485, -2.333, -1.022], [1.351, -1.035, -1.541], [2.495, -0.552, -2.209], [2.077, -3.229, 2.876], [0.705, -2.160, 3.305], [2.248, -1.449, 2.802], [2.691, -3.297, 0.508], [2.789, -1.506, 0.485], [0.468, -2.721, -0.941], [2.056, -2.968, -1.714], [2.846, -1.287, -2.949], [3.300, -0.300, -1.522], [2.187, 0.352, -2.737], [-6.124, 0.715, -2.929], [-5.056, -1.090, -2.620], [-6.110, -2.291, -1.742], [-6.679, -3.400, -2.362], [-7.499, -4.256, -1.641], [-7.781, -3.998, -0.308], [-7.249, -2.871, 0.302], [-6.415, -2.028, -0.411], [-4.734, -1.930, -4.210], [-4.225, -3.231, -4.250], [-3.962, -3.838, -5.463], [-4.198, -3.158, -6.653], [-4.714, -1.874, -6.619], [-4.982, -1.264, -5.399], [-3.451, -0.993, -1.801], [-2.779, -0.557, -0.634], [-1.480, -0.900, -0.843], [-1.349, -1.522, -2.000], [-2.506, -1.582, -2.594], [-2.865, 0.235, 1.034], [-2.175, 1.148, 3.882], [-3.872, 1.741, 0.792], [-5.175, 1.775, 0.312], [-5.832, 2.986, 0.142], [-5.193, 4.176, 0.454], [-3.891, 4.153, 0.937], [-3.236, 2.943, 1.106], [-3.914, -0.934, 1.961], [-3.474, -2.255, 2.019], [-4.029, -3.147, 2.924], [-5.037, -2.731, 3.780], [-5.501, -1.423, 3.710], [-4.941, -0.529, 2.812], [-6.486, -3.593, -3.409], [-7.920, -5.130, -2.124], [-8.417, -4.672, 0.254], [-7.464, -2.650, 1.338], [-5.996, -1.157, 0.068], [-4.021, -3.755, -3.327], [-3.550, -4.840, -5.483], [-3.968, -3.629, -7.602], [-4.903, -1.338, -7.541], [-5.386, -0.260, -5.364], [-5.696, 0.866, 0.050], [-6.840, 2.997, -0.255], [-5.714, 5.119, 0.333], [-3.390, 5.079, 1.192], [-2.232, 2.906, 1.517], [-2.661, -2.570, 1.373], [-3.652, -4.162, 2.970], [-5.451, -3.416, 4.511], [-6.284, -1.084, 4.379], [-5.269, 0.503, 2.804], [-0.263, 2.034, -0.916], [-0.649, 1.622, -1.759], [0.751, 2.022, -0.992], [-0.583, 2.989, -0.840], [6.268, -1.446, 0.624], [6.278, -0.178, -0.241], [6.669, -0.552, -1.673], [7.293, 0.831, 0.312], [4.976, 0.369, -0.322], [4.033, 1.248, 0.762], [2.527, 0.954, 0.508], [4.551, 2.845, 0.610], [4.375, 3.759, -0.453], [5.415, 3.501, -1.555], [4.589, 5.156, 0.133], [2.975, 3.680, -1.065], [4.679, 0.824, 2.233], [4.616, 1.447, 3.506], [4.955, 0.360, 4.528], [3.222, 1.996, 3.786], [5.653, 2.576, 3.584], [7.269, -1.878, 0.702], [5.595, -2.185, 0.181], [5.899, -1.190, 1.614], [7.690, -0.941, -1.702], [6.609, 0.327, -2.317], [5.988, -1.312, -2.061], [8.263, 0.354, 0.467], [6.929, 1.224, 1.260], [7.417, 1.663, -0.385], [6.419, 3.746, -1.202], [5.192, 4.107, -2.436], [5.380, 2.446, -1.831], [5.562, 5.213, 0.625], [3.812, 5.369, 0.869], [4.543, 5.910, -0.656], [2.848, 2.698, -1.523], [2.838, 4.459, -1.818], [2.231, 3.787, -0.275], [4.246, -0.464, 4.426], [4.888, 0.756, 5.543], [5.966, -0.019, 4.357], [2.482, 1.202, 3.695], [2.965, 2.768, 3.058], [3.162, 2.417, 4.791], [6.665, 2.168, 3.507], [5.557, 3.120, 4.526], [5.486, 3.253, 2.748], [0.036, 0.931, 3.222]], "mulliken_charge": [3.418, -0.908, -0.280, 0.643, -1.211, -0.123, -0.474, 0.347, 0.327, 0.168, 0.533, -0.600, 0.346, 0.431, 0.365, 0.044, 0.190, -0.508, 0.708, 0.401, -0.157, -0.723, -0.594, -0.937, 0.370, 0.362, -0.150, -0.715, -0.472, -0.530, -0.818, 0.649, -0.658, 0.641, -1.220, -0.290, -0.736, -0.554, 0.619, 0.015, -1.160, -0.489, -0.734, -0.624, 0.456, -0.820, -0.598, -0.535, -0.730, 0.075, 0.409, 0.389, 0.356, 0.432, -0.008, 0.521, 0.373, 0.359, 0.375, 0.213, 0.824, 0.435, 0.344, 0.410, 0.447, 0.369, 0.396, 0.347, 0.392, 0.439, -0.696, 0.186, 0.017, 0.209, -1.524, 1.655, -1.861, -1.307, 0.992, -3.105, 1.486, -0.689, 1.985, -1.564, -2.015, -1.432, 0.383, 1.714, -1.875, -0.944, -1.613, 0.456, 0.255, 0.132, 0.370, 0.395, 0.302, 0.504, 0.021, 0.243, 0.356, 0.433, 0.109, 0.349, 0.400, 0.421, -0.054, 0.470, 0.397, 0.263, 0.438, 0.344, -0.402, 0.283, 0.497, 0.333, 0.479, 0.026, -0.406], "fmax_ev_per_a": 0.6, "e_lumo_ev": 3.940, "mol_weight_g_mol": 1156.3, "charge": -2, "homo_lumo_gap_ha": 0.164}

{"formula": "C42H60ClNO15", "method": "the ωB97M-V functional and the def2-TZVPD basis", "symbols": ["C", "O", "C", "C", "C", "C", "C", "C", "C", "C", "C", "C", "C", "C", "C", "C", "C", "C", "O", "N", "Cl", "C", "O", "H", "H", "H", "H", "H", "H", "H", "H", "H", "H", "H", "H", "H", "H", "H", "H", "H", "H", "H", "H", "H", "H", "H", "H", "O", "C", "O", "C", "C", "C", "H", "H", "H", "H", "H", "H", "O", "C", "O", "C", "C", "C", "H", "H", "H", "H", "H", "H", "O", "C", "O", "C", "C", "C", "H", "H", "H", "H", "H", "H", "O", "C", "O", "C", "C", "C", "H", "H", "H", "H", "H", "H", "O", "C", "O", "C", "C", "C", "H", "H", "H", "H", "H", "H", "O", "C", "O", "C", "C", "C", "H", "H", "H", "H", "H", "H"], "xyz": [[-1.097, -3.651, 0.492], [-2.178, -3.806, -0.445], [-3.389, -3.230, 0.043], [-3.765, -1.956, -0.859], [-5.336, -1.886, -0.916], [-5.921, -0.537, -1.494], [-5.100, 0.724, -0.974], [-5.932, 2.051, -0.900], [-5.025, 3.285, -0.517], [-4.157, 3.053, 0.793], [-2.694, 3.642, 0.583], [-1.603, 2.582, 0.299], [-1.203, 1.518, 1.224], [-0.124, 0.574, 0.884], [0.622, 0.644, -0.382], [0.215, 1.673, -1.317], [-0.865, 2.615, -0.973], [-1.022, 3.569, -2.173], [-1.883, 4.353, -2.461], [0.129, 3.345, -3.054], [-0.398, 3.278, -4.713], [0.731, 2.047, -2.720], [1.446, 1.480, -3.493], [-1.172, -2.728, 1.134], [-0.152, -3.566, -0.089], [-1.104, -4.525, 1.199], [-4.269, -3.923, 0.043], [-3.301, -2.822, 1.092], [-3.274, -2.082, -1.859], [-3.274, -1.087, -0.356], [-5.800, -2.095, 0.083], [-5.663, -2.704, -1.624], [-5.960, -0.482, -2.610], [-6.950, -0.415, -1.041], [-4.683, 0.401, 0.024], [-4.194, 0.914, -1.619], [-6.329, 2.239, -1.943], [-6.812, 1.983, -0.201], [-4.350, 3.487, -1.393], [-5.719, 4.166, -0.386], [-4.641, 3.687, 1.591], [-4.188, 2.007, 1.180], [-2.423, 4.216, 1.512], [-2.754, 4.390, -0.252], [-1.710, 1.402, 2.208], [0.207, -0.228, 1.582], [1.459, -0.044, -0.635], [0.970, -5.507, 0.453], [1.751, -5.551, -0.455], [1.977, -4.511, -1.305], [2.881, -4.925, -2.339], [3.626, -6.113, -1.764], [2.583, -6.743, -0.858], [2.300, -5.188, -3.225], [3.552, -4.101, -2.589], [4.012, -6.790, -2.528], [4.473, -5.766, -1.164], [1.950, -7.455, -1.398], [3.037, -7.215, 0.012], [2.510, 2.041, 3.189], [2.808, 0.883, 3.269], [2.021, -0.132, 2.817], [2.619, -1.393, 3.164], [4.089, -1.093, 3.370], [4.059, 0.328, 3.907], [2.139, -1.768, 4.071], [2.457, -2.109, 2.357], [4.583, -1.802, 4.031], [4.607, -1.111, 2.412], [3.945, 0.352, 4.992], [4.937, 0.893, 3.601], [1.459, -8.519, -2.992], [1.581, -8.236, -4.151], [1.384, -6.987, -4.647], [1.502, -7.013, -6.078], [2.325, -8.246, -6.387], [1.923, -9.192, -5.268], [0.498, -7.063, -6.508], [1.987, -6.099, -6.421], [2.145, -8.644, -7.386], [3.389, -8.012, -6.305], [1.034, -9.772, -5.523], [2.741, -9.851, -4.982], [-3.453, 4.477, 3.740], [-3.716, 5.648, 3.783], [-4.230, 6.270, 4.872], [-4.524, 7.640, 4.548], [-3.649, 7.960, 3.353], [-3.570, 6.624, 2.642], [-5.590, 7.722, 4.318], [-4.298, 8.275, 5.404], [-4.045, 8.765, 2.734], [-2.658, 8.253, 3.691], [-4.399, 6.482, 1.944], [-2.616, 6.493, 2.137], [-0.470, 8.566, 4.427], [-0.080, 8.273, 3.332], [-0.889, 8.188, 2.241], [-0.129, 7.710, 1.118], [1.314, 8.030, 1.448], [1.336, 7.906, 2.962], [-0.303, 6.635, 1.012], [-0.463, 8.213, 0.211], [2.026, 7.377, 0.943], [1.541, 9.060, 1.161], [1.533, 6.881, 3.284], [2.049, 8.593, 3.413], [6.118, -3.274, 2.497], [6.294, -3.006, 1.342], [6.220, -1.744, 0.839], [6.371, -1.785, -0.588], [7.089, -3.088, -0.875], [6.578, -3.992, 0.235], [5.378, -1.749, -1.045], [6.943, -0.920, -0.920], [6.901, -3.472, -1.877], [8.168, -2.949, -0.766], [5.647, -4.492, -0.043], [7.327, -4.719, 0.541]], "mulliken_charge": [-0.022, -0.351, -0.849, 0.365, -0.770, -0.769, -0.006, -0.955, -0.572, -0.398, -0.526, 0.860, -0.885, -0.307, -0.906, -0.069, 0.388, 0.241, -0.523, -0.176, -0.059, 0.161, -0.545, 0.125, -0.174, 0.261, 0.385, 0.305, 0.178, -0.087, 0.340, 0.373, 0.372, 0.287, 0.096, 0.174, 0.302, 0.344, 0.243, 0.280, 0.224, 0.476, -0.036, 0.434, 0.473, 0.703, 0.528, -0.561, 0.503, -0.370, -0.171, 0.190, -0.278, 0.094, 0.327, 0.312, -0.394, 0.111, 0.391, -0.612, 0.433, -0.181, -0.488, -0.021, -0.588, 0.253, 0.226, 0.560, -0.179, 0.264, 0.301, -0.633, 0.484, -0.336, -0.406, -0.538, -0.396, 0.276, 0.313, 0.331, 0.264, 0.283, 0.292, -0.527, 0.525, -0.430, -0.626, 0.079, 0.282, 0.261, 0.380, 0.468, -0.221, 0.302, -0.353, -0.599, 0.487, -0.312, -0.266, -0.571, -0.416, 0.110, 0.328, 0.342, 0.279, 0.227, 0.332, -0.561, 0.455, -0.363, -0.356, -0.584, 0.253, 0.213, 0.322, 0.336, 0.289, -0.465, 0.391], "fmax_ev_per_a": 2.4, "e_lumo_ev": -0.227, "smiles": "COCCCCCCCCCc1cccc2c1C(=O)N(Cl)C2=O.O=C1CCCO1.O=C1CCCO1.O=C1CCCO1.O=C1CCCO1.O=C1CCCO1.O=C1CCCO1", "mol_weight_g_mol": 854.4, "homo_lumo_gap_ha": 0.316}

> What is the formula in the second record?

C42H60ClNO15

> Which formula does entry 2 have?

C42H60ClNO15